No. 1
ORCA calculation (wB97M-V/def2-TZVPD) on a 2-piece molecular cluster, C3H7N3O overall.

```
14
Properties=species:S:1:pos:R:3:mulliken_charge:R:1
C 1.752 1.024 -0.526 -0.411
N 1.647 -0.387 -0.800 -0.357
C 0.999 -1.236 -0.230 0.765
N 0.429 -2.259 0.206 -0.735
C -1.244 0.077 0.258 -0.346
O -1.903 -0.970 0.724 -0.478
N -2.063 1.121 0.153 -0.189
H 2.509 1.216 0.241 0.247
H 0.782 1.392 -0.171 0.089
H 2.046 1.545 -1.440 0.232
H -1.241 -1.704 0.693 0.505
H 1.036 -2.875 0.734 0.209
H -1.697 1.979 -0.225 0.231
H -3.051 1.077 0.383 0.238
```

Results
Highest occupied orbital energy = -0.3166 hartree
Total energy = -9740.33405 eV
Orbital gap = 0.35441 hartree
Lowest unoccupied orbital energy = 1.03 eV
Spin multiplicity = 1

No. 2
ORCA calculation (wB97M-V/def2-TZVPD) on a 2-piece molecular cluster, C30H31BClFO2S overall.

```
67
Properties=species:S:1:pos:R:3:mulliken_charge:R:1
C -4.421 -2.142 0.425 -2.072
C -3.403 -1.206 -0.204 1.736
C -4.036 0.176 -0.261 -1.611
O -2.290 -1.151 0.703 -0.408
B -1.227 -1.727 0.020 0.737
C 0.134 -0.734 0.316 1.545
C 1.128 -1.021 -0.763 0.623
C 1.540 -0.021 -1.647 0.176
C 2.668 -0.195 -2.457 -0.697
C 3.327 -1.430 -2.484 -0.705
C 2.825 -2.483 -1.706 -0.936
C 1.706 -2.289 -0.892 -0.446
C 0.525 -1.328 1.658 0.065
C 1.266 -0.614 2.600 -0.537
C 1.729 -1.242 3.758 -0.512
C 1.419 -2.579 4.039 -0.763
C 0.668 -3.268 3.093 -0.141
F 0.353 -4.587 3.320 -0.346
C 0.202 -2.670 1.926 -0.416
O -1.506 -2.365 -1.153 -0.657
C -2.771 -1.760 -1.556 1.470
C -3.585 -2.822 -2.253 -1.850
C -2.448 -0.656 -2.567 -1.658
H -5.358 -2.110 -0.139 0.388
H -4.044 -3.170 0.457 0.360
H -4.622 -1.800 1.445 0.502
H -4.940 0.133 -0.883 0.382
H -4.343 0.477 0.751 0.419
H -3.370 0.951 -0.665 0.173
H -0.138 0.319 0.389 -0.573
H 0.973 0.910 -1.667 0.377
H 3.027 0.639 -3.059 0.448
H 4.197 -1.574 -3.124 0.389
H 3.308 -3.461 -1.722 0.402
H 1.293 -3.110 -0.308 0.410
H 1.460 0.447 2.408 0.209
H 2.342 -0.667 4.458 0.412
H 1.729 -3.075 4.960 0.446
H -0.380 -3.284 1.219 0.587
H -4.553 -2.408 -2.559 0.352
H -3.063 -3.144 -3.159 0.459
H -3.742 -3.694 -1.612 0.330
H -3.383 -0.232 -2.962 0.404
H -1.825 0.146 -2.140 0.012
H -1.906 -1.092 -3.419 0.489
C -2.322 4.452 1.473 -1.358
C -1.208 3.743 0.813 0.745
C -1.081 3.458 -0.540 -0.989
C 0.215 2.985 -0.880 -0.335
C 1.053 2.838 0.223 -0.026
C 2.485 2.595 0.229 0.877
C 3.259 2.717 -0.952 -0.231
C 4.641 2.537 -0.919 -0.803
C 5.270 2.205 0.288 0.338
Cl 6.963 1.942 0.330 -0.231
C 4.513 2.057 1.461 -1.101
C 3.142 2.262 1.427 -0.381
S 0.185 3.235 1.695 -0.215
H -3.065 4.744 0.727 0.361
H -2.790 3.804 2.224 0.312
H -1.950 5.355 1.976 0.349
H -1.864 3.643 -1.268 0.403
H 0.523 2.784 -1.904 0.609
H 2.772 2.974 -1.897 0.466
H 5.235 2.631 -1.822 0.391
H 5.001 1.787 2.389 0.402
H 2.557 2.164 2.342 0.441
```

Results
Highest occupied orbital energy = -0.2908 hartree
Total energy = -62461.74916 eV
Orbital gap = 0.29587 hartree
Lowest unoccupied orbital energy = 0.14 eV
Spin multiplicity = 1
SMILES string = CC1(C)OB([C@H](c2ccccc2)c2cccc(F)c2)OC1(C)C.Cc1ccc(-c2ccc(Cl)cc2)s1